Record 1
6
Properties=species:S:1:pos:R:3:forces:R:3 method="wB97M-V/def2-TZVPD" relative_energy_kcal_mol=123.8 homo_energy_ha="-0.3537 / -0.3641" gap_ev="7.233 / 7.271"
C 1.44092 0.46422 0.00811 0.258 -5.159 0.211
N 0.78462 -0.62776 0.00853 -2.541 0.934 -0.826
O 1.08385 1.72507 0.00807 -0.357 3.584 -0.157
O -0.21795 2.11244 -0.03543 1.295 -1.459 0.018
S 3.16720 -0.17119 -0.01302 -1.270 1.586 0.028
H -0.29058 -0.64216 -0.22486 2.615 0.515 0.726

Record 2
42
Properties=species:S:1:pos:R:3:forces:R:3 method="wB97M-V/def2-TZVPD" relative_energy_kcal_mol=34.7 homo_energy_ha=-0.4093 gap_ev=8.753 smiles="C=CC[NH2+]CCCCOc1ccc(OCC)cc1" charge=+1
C -2.16099 1.90894 0.91635 -0.048 0.026 0.059
C -2.92385 1.61413 -0.11908 0.044 0.038 -0.277
C -2.52137 1.64134 -1.56537 -0.506 -0.136 0.204
N -1.15331 2.15250 -1.76844 0.172 -0.191 0.453
H -1.08883 3.08164 -1.34196 0.045 -0.127 -0.059
C -0.70955 2.22979 -3.18094 0.349 0.218 -0.613
C 0.80634 2.41043 -3.24116 -0.007 -0.221 -0.057
H 1.06459 2.92916 -4.16390 -0.059 0.094 0.055
H 1.12241 3.05001 -2.41500 0.020 0.110 -0.021
C 1.60716 1.10170 -3.20909 -0.092 0.002 0.411
H 1.52500 0.59526 -4.17112 0.035 -0.025 -0.045
C 1.19119 0.09665 -2.13103 0.224 -0.161 -0.560
H 2.00420 -0.61621 -1.96955 -0.137 0.030 0.051
H 0.30636 -0.47590 -2.44343 0.046 0.023 0.078
O 0.90131 0.77424 -0.90373 0.139 -0.059 0.263
C 0.98509 -0.03601 0.24474 -0.104 -0.151 0.166
C -0.10417 -0.78097 0.66102 0.258 0.262 -0.291
C -0.02403 -1.54569 1.81144 0.032 -0.216 0.341
C 1.15505 -1.57403 2.55640 0.045 0.239 -0.286
C 2.24966 -0.81866 2.11404 -0.140 -0.198 0.130
C 2.16919 -0.06032 0.96971 -0.199 0.106 -0.209
H 3.01324 0.52096 0.63265 0.108 0.085 -0.023
H 3.15613 -0.84852 2.69596 0.120 0.004 0.075
O 1.35094 -2.25382 3.69836 0.252 0.121 -0.014
C 0.34542 -3.10986 4.21868 -0.281 -0.419 0.094
C 0.27589 -4.44349 3.48349 0.120 0.398 0.077
H 0.00439 -4.30644 2.43934 -0.046 -0.047 -0.082
H 1.24317 -4.93707 3.52477 0.062 -0.070 0.002
H -0.46348 -5.08143 3.95863 -0.091 -0.090 0.028
H -0.62759 -2.60465 4.21825 0.111 0.019 0.043
H 0.64766 -3.27419 5.25571 -0.122 0.077 -0.127
H -0.88969 -2.11172 2.11375 -0.055 -0.092 0.067
H -1.02478 -0.77157 0.09501 -0.068 0.017 -0.063
H 2.65436 1.36525 -3.06378 0.042 -0.049 -0.052
H -1.00067 1.30930 -3.69006 -0.136 0.026 0.120
H -1.21881 3.06410 -3.66731 -0.077 -0.099 0.136
H -0.42822 1.53984 -1.25387 -0.369 0.381 -0.108
H -2.58152 0.62919 -1.97818 0.125 0.118 -0.080
H -3.22635 2.26514 -2.12492 0.177 -0.054 -0.059
H -3.95044 1.31200 0.02832 -0.126 -0.031 0.070
H -2.55362 1.85228 1.91538 -0.104 -0.010 0.204
H -1.12751 2.20668 0.84991 0.243 0.052 -0.099

Record 3
31
Properties=species:S:1:pos:R:3:forces:R:3 method="wB97M-V/def2-TZVPD" relative_energy_kcal_mol=141.5 homo_energy_ha=-0.3308 gap_ev=9.558 smiles="CCCN(CCCCN)N(O)N=O"
C 0.12062 2.21536 0.32729 -1.546 -0.711 1.586
C 1.06665 1.40104 1.29735 0.360 2.483 -1.473
C 0.70352 -0.05626 1.53367 -0.531 1.523 -0.426
C -0.25686 -1.82519 0.02482 0.465 -2.297 1.527
C -1.77600 -1.60020 0.37594 2.706 1.264 0.609
C -2.33082 -0.59751 -0.54337 0.219 2.695 0.128
C -3.77786 -0.14327 -0.40413 -0.706 -1.343 1.284
H 0.27913 3.29342 0.46834 -0.134 -0.330 0.139
H 0.18983 2.02497 -0.71749 0.493 -0.455 -0.714
H -0.95142 1.94318 0.56280 0.915 0.686 0.007
H 2.02463 1.53475 0.74240 -0.241 -0.224 1.456
H 1.04359 2.06343 2.19391 0.470 -1.082 -0.173
H -0.27646 0.06262 2.04100 0.469 -1.013 -0.301
H 1.44460 -0.55252 2.13121 0.195 -0.239 1.019
H 0.14347 -2.67855 0.70214 -0.861 0.661 -1.222
H -0.19354 -2.10277 -1.01358 0.293 -0.257 -0.361
H -1.69980 -1.13928 1.36300 -0.826 -0.610 0.361
H -2.30835 -2.51201 0.33675 -0.343 -1.162 0.355
H -1.77090 0.36466 -0.34097 -0.158 -1.145 -0.739
H -2.15518 -0.91224 -1.55678 0.196 0.127 -0.621
H -4.26962 -0.54952 0.55697 0.724 0.333 -1.181
H -4.29071 -0.59187 -1.23677 -0.725 -0.001 -0.259
H -3.49390 1.65536 0.41698 -0.091 -0.048 -0.859
H -4.84498 1.60160 -0.45313 0.417 -0.227 -0.235
H 3.29137 -0.88686 0.67539 1.093 0.566 1.287
N 0.64217 -0.72427 0.25330 0.661 2.127 -1.491
N -3.86289 1.30125 -0.48627 -0.384 0.854 1.111
N 1.86715 -0.61563 -0.45724 -1.900 0.044 -1.088
N 2.16482 0.63650 -1.17927 -1.285 -1.156 0.897
O 2.92229 -1.39180 -0.02734 -0.356 -0.227 -0.518
O 3.28570 0.99591 -1.15456 0.408 -0.836 -0.103

Record 4
69
Properties=species:S:1:pos:R:3:forces:R:3 method="wB97M-V/def2-TZVPD" relative_energy_kcal_mol=1.7 homo_energy_ha=-0.4035 gap_ev=9.106 smiles="CCOC(=O)Nc1ccc2c(c1)N(C(=O)CC[NH+]1CCN(CCO)CC1)c1ccccc1CC2" charge=+1
C 4.55759 -1.92448 -4.76439 -0.329 -0.267 0.095
C 3.25041 -2.64719 -5.05048 0.119 0.489 -0.295
H 2.43445 -1.92953 -5.18112 0.103 -0.177 -0.046
H 3.33556 -3.27970 -5.93548 -0.069 0.072 0.113
O 2.90917 -3.54666 -3.99002 0.025 -0.261 0.192
C 2.25157 -3.03620 -2.94412 -0.053 -0.271 -0.060
O 1.85982 -1.89835 -2.84714 -0.013 0.337 -0.039
N 2.06565 -4.02358 -2.01261 0.296 -0.435 -0.243
C 1.35365 -3.90203 -0.82385 -0.282 0.228 0.274
C 1.19544 -2.66278 -0.21344 0.000 -0.008 0.141
C 0.41293 -2.55911 0.92199 0.090 -0.668 -0.409
C -0.18736 -3.66783 1.50670 -0.135 0.231 -0.040
C 0.03467 -4.90841 0.92414 0.050 0.154 0.013
C 0.78530 -5.02818 -0.22993 0.114 0.112 -0.116
H 0.92859 -5.99854 -0.68002 -0.006 -0.130 -0.081
H -0.40312 -5.78882 1.36884 -0.061 -0.111 0.043
C -1.00266 -3.45997 2.74484 0.174 -0.061 0.165
C -0.09513 -3.15264 3.93858 -0.257 -0.101 -0.045
C 0.76986 -1.91895 3.85751 -0.025 0.085 -0.020
C 1.51053 -1.61944 5.00151 0.066 0.089 -0.074
C 2.35555 -0.53142 5.06845 -0.033 -0.054 0.052
C 2.49516 0.29627 3.96667 -0.020 -0.002 -0.106
C 1.77946 0.02067 2.82072 0.061 -0.024 0.021
C 0.91248 -1.06697 2.76463 0.266 0.310 0.490
N 0.21895 -1.28398 1.52902 0.231 -0.233 0.248
C -0.47237 -0.31317 0.94072 -0.392 0.029 -0.356
O -0.61702 0.80934 1.45070 0.039 0.035 0.117
C -1.10240 -0.63659 -0.41188 -0.077 0.283 0.013
H -0.33200 -0.54437 -1.18132 -0.001 -0.107 -0.007
C -2.29852 0.26766 -0.72313 -0.054 -0.584 0.012
N -1.97465 1.69169 -0.49547 0.207 -0.022 0.510
C -3.15904 2.54279 -0.28073 -0.402 0.526 0.286
H -3.77143 2.11335 0.51309 0.093 -0.112 -0.050
H -3.73905 2.58505 -1.20559 0.044 -0.095 0.028
C -2.70729 3.94320 0.11109 -0.241 -0.150 -0.198
N -1.90038 4.49638 -0.95903 0.095 -0.124 0.013
C -0.70977 3.69171 -1.13171 -0.138 -0.081 -0.097
H -0.09584 4.12538 -1.92261 0.029 -0.083 0.034
H -0.10071 3.63712 -0.21033 0.015 0.016 -0.059
C -1.12750 2.28332 -1.54590 0.571 0.407 -0.316
H -0.24519 1.66192 -1.69957 -0.075 -0.076 0.054
H -1.70269 2.33223 -2.47390 -0.007 -0.095 0.080
C -1.63720 5.91652 -0.80835 -0.368 0.153 -0.095
C -2.91959 6.74201 -0.98495 0.502 0.074 -0.224
H -2.64844 7.76417 -1.27182 -0.030 -0.071 -0.034
H -3.51677 6.30164 -1.78598 0.108 0.070 -0.024
O -3.74856 6.75155 0.15288 -0.232 0.060 0.458
H -3.35272 7.30531 0.83484 -0.054 -0.002 -0.066
H -0.93498 6.20592 -1.59191 0.048 0.021 0.033
H -1.18011 6.14714 0.16935 0.037 0.052 -0.057
H -3.58032 4.57918 0.25775 0.068 -0.179 0.107
H -2.14749 3.89296 1.06342 -0.052 0.051 0.000
H -1.39828 1.62620 0.43053 -0.283 0.028 -0.480
H -3.12391 0.00809 -0.05534 0.036 0.133 -0.071
H -2.63034 0.12009 -1.75416 -0.002 0.086 0.098
H -1.43547 -1.67474 -0.42599 0.021 0.064 -0.093
H 1.88854 0.65052 1.95148 -0.007 0.053 -0.060
H 3.16106 1.14406 3.99666 0.066 0.084 -0.004
H 2.90761 -0.33184 5.97336 0.053 0.014 0.096
H 1.40990 -2.26807 5.85922 -0.017 -0.084 0.097
H 0.56934 -4.00855 4.09468 -0.062 0.000 0.040
H -0.71733 -3.06522 4.83323 0.069 -0.040 0.010
H -1.70427 -2.63411 2.59813 -0.068 -0.064 0.013
H -1.57915 -4.35809 2.96805 -0.046 0.048 -0.022
H 1.67280 -1.79315 -0.63046 0.017 0.080 -0.012
H 2.34416 -4.95192 -2.29905 -0.001 0.163 0.016
H 4.45396 -1.29520 -3.88360 0.020 0.077 0.040
H 5.35525 -2.64292 -4.59379 0.099 -0.028 -0.014
H 4.81963 -1.30075 -5.61364 0.056 0.084 -0.090

Please write out number 3 again, unchanged.
31
Properties=species:S:1:pos:R:3:forces:R:3 method="wB97M-V/def2-TZVPD" relative_energy_kcal_mol=141.5 homo_energy_ha=-0.3308 gap_ev=9.558 smiles="CCCN(CCCCN)N(O)N=O"
C 0.12062 2.21536 0.32729 -1.546 -0.711 1.586
C 1.06665 1.40104 1.29735 0.360 2.483 -1.473
C 0.70352 -0.05626 1.53367 -0.531 1.523 -0.426
C -0.25686 -1.82519 0.02482 0.465 -2.297 1.527
C -1.77600 -1.60020 0.37594 2.706 1.264 0.609
C -2.33082 -0.59751 -0.54337 0.219 2.695 0.128
C -3.77786 -0.14327 -0.40413 -0.706 -1.343 1.284
H 0.27913 3.29342 0.46834 -0.134 -0.330 0.139
H 0.18983 2.02497 -0.71749 0.493 -0.455 -0.714
H -0.95142 1.94318 0.56280 0.915 0.686 0.007
H 2.02463 1.53475 0.74240 -0.241 -0.224 1.456
H 1.04359 2.06343 2.19391 0.470 -1.082 -0.173
H -0.27646 0.06262 2.04100 0.469 -1.013 -0.301
H 1.44460 -0.55252 2.13121 0.195 -0.239 1.019
H 0.14347 -2.67855 0.70214 -0.861 0.661 -1.222
H -0.19354 -2.10277 -1.01358 0.293 -0.257 -0.361
H -1.69980 -1.13928 1.36300 -0.826 -0.610 0.361
H -2.30835 -2.51201 0.33675 -0.343 -1.162 0.355
H -1.77090 0.36466 -0.34097 -0.158 -1.145 -0.739
H -2.15518 -0.91224 -1.55678 0.196 0.127 -0.621
H -4.26962 -0.54952 0.55697 0.724 0.333 -1.181
H -4.29071 -0.59187 -1.23677 -0.725 -0.001 -0.259
H -3.49390 1.65536 0.41698 -0.091 -0.048 -0.859
H -4.84498 1.60160 -0.45313 0.417 -0.227 -0.235
H 3.29137 -0.88686 0.67539 1.093 0.566 1.287
N 0.64217 -0.72427 0.25330 0.661 2.127 -1.491
N -3.86289 1.30125 -0.48627 -0.384 0.854 1.111
N 1.86715 -0.61563 -0.45724 -1.900 0.044 -1.088
N 2.16482 0.63650 -1.17927 -1.285 -1.156 0.897
O 2.92229 -1.39180 -0.02734 -0.356 -0.227 -0.518
O 3.28570 0.99591 -1.15456 0.408 -0.836 -0.103